20
Properties=species:S:1:pos:R:3:forces:R:3 method="wB97M-V/def2-TZVPD" gap_ev=10.3 e_tot_ha=-349.0312 smiles="C=C/C=C(/C)C=C.O"
C 1.2611 2.1876 -0.1415 -0.890 -0.022 -1.823
C 0.1644 1.6949 0.4517 1.433 -0.242 0.869
C 0.2898 0.5217 1.3941 -0.195 1.922 -0.056
C 0.1385 -0.7241 0.9857 -0.915 -0.916 0.056
C 0.2699 -1.8508 1.9603 -1.836 -0.436 1.229
C -0.2125 -1.2035 -0.4051 0.601 1.838 0.923
C 0.6047 -0.9403 -1.4009 2.963 0.391 -1.109
H 2.2184 1.6545 -0.1851 -0.382 0.185 0.592
H 1.1773 2.9554 -0.9466 0.008 -0.232 1.055
H -0.8090 2.1715 0.4330 0.048 0.187 -0.341
H 0.4773 0.8526 2.4559 -0.116 -0.952 -1.069
H -0.5598 -2.6231 1.8663 1.045 0.815 -0.189
H 1.2177 -2.3386 1.8880 0.614 -0.495 -0.193
H 0.1591 -1.4652 2.9935 0.247 -0.155 -0.471
H -1.2114 -1.5700 -0.6018 0.189 -1.212 0.479
H 1.5157 -0.2633 -1.4107 -1.116 -0.913 1.171
H 0.7189 -1.4678 -2.3259 -1.417 -0.182 -0.796
O -2.0547 0.4247 -2.1846 -2.364 -0.733 -1.777
H -1.7874 1.3350 -2.2177 1.073 -0.300 1.092
H -1.7731 -0.3355 -1.6787 1.009 1.452 0.361

17
Properties=species:S:1:pos:R:3:forces:R:3 method="wB97M-V/def2-TZVPD" gap_ev=10.8 charge=+1 e_tot_ha=-682.4848 smiles="CCN(S)C(N)=[NH2+]"
C -1.8962 -1.0789 0.7595 -0.615 2.244 0.830
C -0.7469 -0.1373 1.2318 -1.976 0.642 3.253
N -0.0951 0.4039 0.1307 -0.950 2.839 -3.742
S -1.2618 1.4347 -0.7445 -0.811 -2.066 -0.481
C 1.0032 0.1295 -0.5378 2.813 1.060 0.312
N 2.1025 -0.3444 0.0724 -0.503 -0.422 -3.092
N 1.3212 0.6267 -1.7816 -1.062 -1.797 -2.041
H -1.5004 -1.4225 -0.1654 -0.137 -1.454 -0.614
H -2.1447 -1.7789 1.5576 0.096 -0.298 -0.543
H -2.8298 -0.4777 0.4986 1.218 -0.755 0.506
H -1.1519 0.7790 1.8483 0.753 -1.885 -0.996
H -0.0223 -0.6196 1.8561 0.290 -0.638 0.458
H -0.6811 2.5644 -0.5965 1.223 1.627 0.407
H 2.2619 -0.4511 0.9940 -0.164 -0.395 3.775
H 2.9499 -0.4242 -0.4574 0.020 -0.076 -0.235
H 2.1907 0.1247 -2.1799 -2.076 1.362 0.619
H 0.5009 0.6717 -2.4859 1.881 0.013 1.584

88
Properties=species:S:1:pos:R:3:forces:R:3 method="wB97M-V/def2-TZVPD" gap_ev=9.1 e_tot_ha=-2686.2525
C -0.2806 3.9530 -0.1280 0.393 0.639 -0.051
C 0.9805 4.0450 -1.0323 0.183 -0.165 0.322
C 2.3648 4.1885 -0.3193 -0.727 0.752 -0.431
N 0.9669 4.0507 -2.3281 1.548 -0.370 2.056
O -0.2363 3.5584 -2.8384 -0.479 -0.980 -1.410
S -0.0878 1.9441 -3.3225 -1.327 -0.448 2.115
O -0.0540 1.1943 -2.0227 0.713 1.492 -2.933
O 1.3638 1.7206 -4.1352 -0.699 -0.168 2.053
S 2.6935 1.4038 -3.1231 1.113 0.107 0.069
H -1.1346 4.4697 -0.6284 0.598 -0.669 0.261
H -0.5628 2.9184 0.1660 0.297 0.644 -0.382
H -0.0576 4.5269 0.8090 -0.095 -0.623 -0.757
H 3.1003 3.4190 -0.6478 -0.769 0.382 0.059
H 2.1742 4.1242 0.7783 0.360 0.145 -0.933
H 2.8149 5.1857 -0.5781 -0.405 -0.832 0.341
H 2.3539 0.4057 -2.2372 -0.610 0.420 -0.858
C 2.7645 3.0541 3.0283 0.240 -0.286 0.371
O 1.9487 3.9237 2.7801 -0.128 0.150 0.289
N 3.2563 2.7787 4.2562 -0.090 -0.024 -0.549
C 4.2269 1.7258 4.4781 -0.060 0.170 0.175
C 2.7970 3.5626 5.3876 -0.206 0.080 -0.160
H 3.1764 2.4030 2.2409 0.043 -0.045 0.007
H 3.8113 0.9937 5.1741 0.140 -0.074 -0.037
H 5.1346 2.1571 4.9058 0.029 -0.149 0.023
H 4.4762 1.2255 3.5428 -0.091 0.062 0.012
H 1.7137 3.4575 5.4823 0.027 0.102 0.056
H 3.0312 4.6149 5.2154 -0.064 -0.006 0.141
H 3.2796 3.2265 6.3026 0.093 0.008 -0.132
C -0.0173 -1.9354 1.6891 -0.286 -0.038 -0.338
O 0.6902 -1.0200 2.0657 0.067 0.151 -0.037
N -0.8068 -1.9094 0.5903 0.124 -0.229 0.589
C -1.6253 -3.0424 0.2010 0.156 0.336 -0.161
C -0.8339 -0.7070 -0.2246 0.207 -0.176 0.406
H -0.0693 -2.8912 2.2355 -0.049 -0.072 -0.027
H -1.3316 -3.3736 -0.7939 -0.172 -0.140 0.069
H -2.6754 -2.7369 0.1865 -0.040 -0.160 -0.043
H -1.5042 -3.8687 0.9014 0.052 0.079 0.001
H 0.1696 -0.4976 -0.5874 -0.127 0.070 0.006
H -1.1657 0.1340 0.3881 0.056 0.084 -0.152
H -1.5087 -0.8341 -1.0683 0.055 -0.089 0.061
C 4.9003 5.1977 -3.8674 -0.227 0.026 -0.152
O 6.0706 5.4776 -3.7004 0.083 0.108 -0.113
N 4.1324 5.6407 -4.8928 0.057 -0.213 0.322
C 2.7394 5.2632 -5.0265 0.197 0.079 -0.170
C 4.7263 6.5184 -5.8833 0.226 -0.075 0.222
H 4.3547 4.5387 -3.1725 -0.119 -0.019 -0.029
H 2.5972 4.7446 -5.9785 -0.158 0.015 0.031
H 2.1203 6.1635 -5.0070 -0.150 -0.123 -0.010
H 2.4361 4.6058 -4.2125 0.038 0.095 0.008
H 5.5698 6.0117 -6.3568 0.008 0.148 -0.055
H 5.0953 7.4213 -5.3924 0.054 0.013 -0.148
H 3.9904 6.7878 -6.6391 -0.031 -0.070 0.088
C -3.2669 -5.1856 -2.4047 -0.296 0.052 -0.279
O -2.0985 -4.8695 -2.2927 0.056 0.023 -0.152
N -4.0918 -4.7773 -3.3970 0.115 -0.249 0.495
C -5.4782 -5.1956 -3.4675 0.121 0.177 -0.326
C -3.5690 -3.8926 -4.4218 0.234 -0.041 0.151
H -3.7600 -5.8530 -1.6796 -0.087 -0.031 -0.008
H -5.6428 -5.7268 -4.4081 -0.182 -0.056 0.089
H -6.1204 -4.3123 -3.4282 -0.128 -0.117 0.008
H -5.7292 -5.8548 -2.6369 0.111 0.056 0.003
H -2.7330 -4.3794 -4.9275 -0.015 0.134 -0.054
H -3.2059 -2.9741 -3.9560 0.035 0.009 -0.138
H -4.3452 -3.6535 -5.1463 -0.017 -0.079 0.087
C 3.9296 3.0069 9.0316 -0.201 0.051 0.240
O 4.7307 3.5415 8.2913 -0.030 0.133 -0.051
N 2.9611 3.6524 9.7252 0.192 -0.388 -0.123
C 2.0367 2.9499 10.5924 0.029 0.290 -0.070
C 2.8487 5.0938 9.5931 0.228 -0.054 -0.175
H 3.9305 1.9180 9.2001 -0.063 -0.039 0.061
H 1.0154 3.1179 10.2428 -0.040 -0.103 0.136
H 2.1375 3.3309 11.6113 -0.123 -0.119 0.034
H 2.2414 1.8798 10.5911 0.048 0.067 -0.051
H 2.6687 5.3483 8.5467 0.016 0.132 0.074
H 3.7844 5.5598 9.9075 -0.085 0.106 -0.057
H 2.0301 5.4669 10.2060 0.024 -0.111 -0.008
C -6.5388 -9.1223 -5.6528 -0.011 -0.148 0.197
O -5.9969 -8.0554 -5.8678 0.019 -0.015 0.254
N -6.5352 -9.7804 -4.4649 -0.134 0.071 -0.497
C -7.2069 -11.0525 -4.2887 0.161 0.173 0.184
C -5.8366 -9.1913 -3.3384 0.067 0.198 -0.266
H -7.0959 -9.6564 -6.4386 -0.033 -0.079 0.021
H -7.9672 -10.9544 -3.5103 -0.031 -0.169 -0.038
H -6.4768 -11.8074 -3.9879 -0.140 -0.106 -0.003
H -7.6850 -11.3695 -5.2147 0.051 0.081 0.013
H -6.2677 -8.2115 -3.1232 0.113 -0.020 0.110
H -4.7843 -9.0605 -3.5991 -0.008 0.079 0.159
H -5.9207 -9.8302 -2.4610 -0.049 -0.024 -0.104